1.
# C71H97N4O4P2S2SbSi2W

C71H97N4O4P2S2SbSi2W as an isolated structure (the ωB97M-V functional and the def2-TZVPD basis, the Open Molecules 2025 dataset).

The geometry in XYZ format:
```
184
Properties=species:S:1:pos:R:3:lowdin_spin:R:1
W 0.13 0.31 0.05 1.653
Sb -0.63 3.29 -0.05 -0.015
S 0.42 0.43 -6.73 0.002
S 1.37 1.71 1.78 -0.009
P -2.48 0.00 -0.37 0.014
P 0.07 -2.30 0.09 0.015
Si 1.33 2.04 5.49 -0.001
Si 3.67 -0.49 -0.06 0.016
O 3.93 -2.03 -0.54 0.001
O 4.50 0.59 -0.96 0.002
O 4.17 -0.37 1.48 0.003
O 2.05 -0.26 -0.21 0.161
N 0.20 0.44 -2.14 0.029
N 4.50 -1.61 -6.71 0.000
N -2.68 -2.71 0.54 0.000
N -0.41 0.00 2.17 0.017
C 1.54 -5.66 -1.67 0.000
C 1.90 -3.08 3.62 0.000
C -3.66 -3.77 0.66 0.000
C -0.07 -4.47 3.59 0.000
C -3.61 1.27 0.31 0.002
C 3.68 2.30 -2.38 0.000
C -1.56 4.29 -2.90 -0.001
C -2.13 4.12 -1.49 -0.012
C -5.00 -5.56 -0.24 0.000
C 4.39 -0.29 -6.84 0.000
C 2.25 0.95 6.71 0.000
C -3.22 1.04 -4.22 0.000
C 1.03 -3.40 -1.01 0.004
C 2.07 -5.20 -2.87 0.000
C 0.31 0.43 -4.96 0.010
C -1.49 4.29 1.73 -0.001
C -5.25 -4.92 2.06 0.000
C -5.42 2.98 1.56 0.000
C -1.20 -0.96 4.20 -0.002
C -3.76 -1.18 -2.64 -0.001
C -0.03 -0.71 -4.24 -0.001
C 5.86 1.17 -2.84 0.000
C -0.09 -0.65 -2.87 0.016
C 2.11 -1.77 -6.71 0.000
C 0.53 1.53 -2.85 0.018
C -1.12 5.76 1.83 -0.001
C 1.00 -4.77 -0.75 0.000
C -3.36 -1.42 0.44 0.003
C 2.28 4.43 0.33 0.001
C -3.04 -0.12 -2.11 0.001
C -2.81 5.40 -1.03 -0.003
C 5.11 -3.45 1.02 0.000
C 0.58 1.57 -4.23 -0.001
C 5.14 -2.82 -0.37 0.000
C 3.72 -0.08 -3.18 0.001
C 2.13 -3.83 -3.11 0.000
C 0.43 0.84 4.29 -0.002
C -0.05 2.93 6.41 0.000
C 1.55 -2.56 2.38 -0.001
C 3.39 -2.33 -6.67 0.000
C 0.39 -3.00 1.74 0.002
C 4.99 0.42 2.37 0.000
C -3.46 1.60 1.66 0.001
C -0.42 -3.96 2.35 0.000
C -0.39 -0.09 4.92 0.023
C -1.60 -2.99 -0.40 -0.002
C -4.02 -4.58 -0.41 0.000
C 5.13 -3.92 -1.43 0.000
C -3.94 -0.02 -4.74 -0.001
C 6.40 -1.98 -0.56 0.000
C 1.10 4.57 -0.63 0.002
C -4.27 -3.95 1.90 0.000
C 1.64 -2.94 -2.17 0.000
C -4.67 1.81 -0.41 0.000
C -5.61 -5.73 0.99 0.000
C 1.09 -4.03 4.23 -0.001
C 2.46 3.32 4.69 -0.001
C 2.01 -0.40 -6.80 0.001
C 0.41 0.80 2.89 0.030
C 3.17 0.37 -6.88 0.000
C 4.43 0.98 -2.33 0.000
C 6.37 -0.19 2.51 0.000
C -1.20 -0.87 2.83 0.016
C -4.36 2.44 2.28 0.000
C -2.77 0.99 -2.91 0.000
C -1.15 3.60 3.04 0.000
C 0.77 6.05 -0.82 -0.001
C -5.57 2.67 0.22 0.000
C 4.29 0.37 3.72 0.000
C -4.20 -1.13 -3.95 0.000
C 5.14 1.86 1.87 0.000
H -3.65 5.61 -1.71 -0.001
H 4.26 3.09 -1.89 0.000
H 6.95 -0.08 1.59 0.000
H 5.85 1.66 -3.82 0.000
H -3.00 1.91 -4.84 0.000
H -2.15 6.26 -1.06 0.000
H -2.65 1.17 2.22 0.001
H 0.57 -5.15 0.17 0.000
H -5.72 -5.06 3.02 0.000
H 4.34 -4.64 -1.24 0.000
H 1.59 6.51 -1.38 0.000
H -4.32 -1.50 -0.09 0.000
H -0.14 6.23 -1.38 0.000
H -3.62 -1.07 1.43 0.000
H -0.86 2.25 6.69 0.000
H 1.23 -2.40 -6.69 0.000
H 2.69 -0.19 -2.84 0.001
H -6.13 3.63 2.05 0.000
H 0.79 2.41 -2.29 0.003
H 6.91 0.32 3.31 0.000
H -2.91 3.35 -1.51 0.000
H 0.85 2.49 -4.73 0.000
H -0.71 4.98 -2.91 0.000
H 2.74 2.17 -1.83 0.000
H -6.38 -6.48 1.11 0.000
H -5.28 -6.18 -1.08 0.000
H 6.37 0.21 -2.94 0.000
H 1.77 -1.88 -2.33 0.000
H 5.00 -3.48 -2.42 0.000
H -0.70 -5.22 4.05 0.000
H 1.39 4.16 -1.60 0.000
H 0.35 3.36 7.34 0.000
H 2.57 -3.46 -4.03 0.000
H -1.36 2.53 3.04 0.000
H 6.42 1.79 -2.14 0.000
H 2.80 -2.74 4.12 0.000
H -0.42 -0.13 6.01 0.001
H 3.11 5.04 -0.04 0.000
H 4.75 1.08 4.41 0.000
H 4.16 2.33 1.78 0.000
H 6.31 -1.25 2.76 0.000
H -1.82 -1.52 2.23 0.001
H -2.33 4.73 -3.55 0.000
H 7.28 -2.60 -0.36 0.000
H -0.06 5.89 2.08 0.000
H -1.82 -2.65 -1.42 0.000
H 2.65 3.41 0.40 0.000
H 2.29 4.29 5.15 0.000
H 6.00 -4.06 1.18 0.000
H 4.22 -1.04 -3.07 0.000
H -1.46 -4.06 -0.46 0.000
H -6.40 3.08 -0.34 0.000
H -1.75 4.05 3.84 0.000
H 6.09 -4.44 -1.41 0.000
H -3.55 -4.46 -1.38 0.000
H 2.02 4.78 1.33 0.000
H -1.82 -1.70 4.69 0.000
H -3.98 -3.32 2.74 0.000
H 4.38 -0.64 4.15 0.000
H -3.98 -2.06 -2.05 0.000
H 4.22 -4.09 1.12 0.000
H -1.70 6.21 2.64 0.000
H 1.55 0.48 7.41 0.000
H -4.81 1.57 -1.46 0.000
H 3.24 0.61 3.60 0.000
H 6.46 -1.61 -1.58 0.000
H -4.31 0.01 -5.76 0.000
H 3.11 1.45 -6.99 0.000
H -1.24 3.36 -3.36 0.000
H 0.70 6.57 0.13 0.000
H -3.23 5.32 -0.03 0.000
H 5.06 -2.67 1.77 0.000
H 3.46 2.60 -3.41 0.000
H -0.38 -1.53 -2.33 0.003
H -2.20 1.80 -2.50 0.000
H -0.47 3.75 5.83 0.000
H -1.34 6.33 0.93 0.000
H 1.35 -4.43 5.20 0.000
H -1.32 -4.31 1.88 0.000
H -4.77 -1.96 -4.36 0.000
H -4.24 2.68 3.34 0.000
H -0.25 -1.64 -4.74 0.000
H 3.71 0.21 -4.23 0.000
H 5.74 2.44 2.58 0.000
H 1.53 -6.72 -1.45 0.000
H 2.47 -5.90 -3.59 0.000
H -2.56 4.18 1.54 0.000
H -0.10 3.74 3.29 0.000
H 2.95 1.54 7.30 0.000
H 5.62 1.87 0.90 0.000
H 3.51 3.06 4.84 0.000
H 5.32 0.27 -6.90 0.000
H 3.51 -3.41 -6.60 0.000
H 2.81 0.16 6.21 0.000
H 2.30 3.42 3.61 0.000
H 2.19 -1.82 1.91 0.000
H 6.40 -1.13 0.11 0.000
```

**Orbital gap (alpha / beta)**: 7.03 / 7.00 eV
**Multiplicity**: 3
**Energy relative to the best compared isomer or geometry (same formula, charge and spin)**: 0.00 kJ/mol
**Energy**: -153714.5242 eV
**Total charge**: +2
**Highest occupied orbital energy (alpha / beta)**: -0.452 / -0.457 Ha



2.
# C72H122F8N14O16S8

A 11-piece molecular cluster, C72H122F8N14O16S8 overall (the ωB97M-V functional and the def2-TZVPD basis, the Open Molecules 2025 dataset).

The geometry in XYZ format:
```
240
Properties=species:S:1:pos:R:3:lowdin_charge:R:1
S -1.16 2.78 3.07 0.402
S -6.50 -0.61 1.98 0.408
S 3.01 -3.92 2.49 0.429
S 4.89 -2.75 1.44 0.620
S -0.52 -4.08 -4.46 0.620
S -2.06 -4.22 -2.55 0.452
S -6.65 0.98 3.65 0.554
S 0.95 3.65 2.90 0.628
F 5.69 -1.42 1.97 -0.235
F -3.07 -3.27 -1.80 -0.192
F 1.99 3.90 1.67 -0.217
F -1.17 -4.29 -5.96 -0.226
F -7.35 -1.17 0.77 -0.183
F -7.47 2.35 3.79 -0.201
F -2.40 2.25 2.19 -0.197
F 1.56 -3.74 3.17 -0.194
O 1.60 2.67 3.77 -0.305
O -5.23 -0.32 1.22 -0.352
O 3.72 -4.73 3.43 -0.255
O -5.24 1.39 3.61 -0.314
O 0.66 -3.26 -4.77 -0.343
O -0.98 1.67 3.99 -0.284
O -1.01 -4.44 -1.56 -0.287
O -1.81 4.01 3.61 -0.295
O 4.73 -2.33 0.03 -0.307
O -6.48 -1.75 2.89 -0.258
O 0.89 5.08 3.40 -0.267
O -7.07 0.27 4.82 -0.255
O -3.00 -5.27 -2.90 -0.252
O 2.66 -4.54 1.18 -0.286
O -0.28 -5.48 -4.13 -0.246
O 5.79 -3.78 1.75 -0.193
N -1.74 -3.20 -3.67 -0.302
N 0.43 -3.77 11.19 -0.106
N 0.85 -0.60 0.28 -0.175
N -7.42 0.51 2.21 -0.250
N -8.77 4.50 1.11 -0.073
N 4.35 -2.14 -8.08 -0.238
N -3.72 0.97 8.05 -0.237
N 6.24 1.57 -0.64 -0.195
N -1.59 -0.22 -5.76 -0.052
N -1.81 5.24 0.58 -0.078
N -0.27 3.05 1.89 -0.255
N 3.51 -2.48 2.43 -0.304
N -5.34 -0.78 -11.58 -0.095
N 2.78 -0.53 5.26 -0.038
C 6.72 -0.27 -2.43 -0.256
C -3.20 -1.30 4.77 -0.044
C -1.57 -0.55 -0.57 -0.134
C 6.83 1.17 -2.05 -0.080
C -2.74 -0.54 6.08 -0.190
C 3.15 0.17 4.02 0.009
C -3.94 -1.93 -10.01 0.072
C 7.46 -0.65 -3.66 -0.083
C 2.70 -2.52 6.68 0.067
C -1.05 0.45 -6.84 0.046
C -1.70 0.20 -8.08 0.048
C -4.08 3.28 6.86 -0.150
C -3.96 -0.08 6.92 -0.068
C 2.85 -2.71 -2.61 -0.056
C -4.96 0.40 -11.07 0.048
C 5.51 -4.12 -6.86 -0.225
C -3.62 -0.68 -9.43 -0.126
C 0.31 -4.41 9.97 0.048
C -2.79 -0.64 -8.19 -0.134
C 1.94 -1.86 7.64 -0.118
C 8.51 2.98 0.84 -0.156
C -6.64 3.44 0.88 0.081
C -3.71 4.05 -0.13 0.061
C -3.91 5.82 1.49 0.067
C -2.61 -1.08 -5.91 0.009
C 0.94 -2.52 11.28 0.065
C 1.46 -1.96 10.10 0.030
C 3.14 -2.24 -7.11 -0.085
C 1.41 -2.61 8.89 -0.113
C 1.89 -1.58 -7.77 -0.155
C -0.99 -1.89 1.53 -0.141
C -8.07 3.34 1.02 0.047
C -2.70 0.46 9.06 -0.006
C -4.11 0.49 -9.95 0.062
C 3.46 0.10 -9.10 -0.101
C 2.00 0.13 6.26 0.083
C -2.55 6.00 1.43 0.033
C -3.12 2.35 7.61 -0.084
C -2.09 -1.09 0.79 -0.141
C -10.21 4.35 1.22 0.029
C -8.20 5.74 0.98 0.048
C 2.16 -0.12 -8.19 -0.173
C -0.91 -0.15 -4.47 0.001
C 6.80 -4.64 -6.21 -0.067
C 4.80 1.17 -0.36 -0.019
C -5.04 1.26 8.83 -0.121
C 8.46 1.47 0.60 -0.179
C 6.27 3.13 -0.56 -0.085
C -3.17 -1.42 -7.12 0.067
C 7.66 3.74 -0.22 -0.133
C -4.56 4.84 0.69 -0.092
C 7.09 0.98 0.52 -0.131
C -6.03 4.70 0.71 -0.134
C 1.64 -0.49 7.48 0.043
C 0.80 -3.88 8.78 0.073
C -0.42 5.66 0.30 0.017
C -0.02 -4.49 12.33 0.029
C 5.61 -2.64 -7.25 -0.091
C 1.31 -1.85 -0.55 -0.043
C -6.30 -0.89 -12.64 0.046
C 3.03 -1.85 5.48 0.031
C -6.84 5.83 0.75 0.035
C -5.99 2.01 8.00 -0.146
C 1.99 0.32 0.72 -0.004
C -4.74 -1.92 -11.11 0.037
C 1.93 -1.57 -1.99 -0.154
C -5.40 3.44 7.65 -0.129
C 4.73 -0.66 -8.46 -0.053
C 4.12 -2.91 -9.34 0.018
C -0.23 0.21 -0.51 -0.077
C -2.34 4.29 -0.20 -0.017
C 0.25 -1.09 1.63 -0.128
H -3.54 -2.85 -9.61 0.147
H -1.31 -2.19 2.53 0.115
H -5.13 3.99 8.55 0.116
H 8.99 1.19 -0.31 0.124
H -1.69 3.65 -0.78 0.142
H 6.96 -0.10 0.53 0.119
H 1.62 -2.15 -8.66 0.114
H 2.77 -0.35 1.09 0.079
H -6.99 -0.05 -12.55 0.121
H 2.03 -1.06 10.23 0.138
H -1.51 -1.33 -1.32 0.084
H 1.10 0.10 8.21 0.120
H 1.12 -1.43 -2.70 0.060
H 9.49 3.46 0.89 0.130
H 5.09 -3.09 -9.79 0.126
H -0.78 -2.80 0.97 0.119
H -2.40 -1.99 4.50 0.056
H -2.96 -1.64 -5.06 0.133
H -4.02 -2.02 4.87 0.091
H -4.03 1.47 -9.50 0.142
H -2.58 -0.40 1.48 0.092
H 1.89 1.19 6.11 0.133
H 5.60 -0.78 -9.11 0.129
H -4.22 2.85 5.87 0.102
H -1.45 -0.79 -3.77 0.074
H -2.05 6.82 1.92 0.161
H -2.16 -1.19 6.73 0.087
H 3.74 -2.38 4.87 0.123
H -2.80 2.86 8.52 0.138
H 7.08 -3.79 -5.59 0.060
H 3.02 -3.31 -6.92 0.123
H 4.18 1.80 -0.99 0.105
H -4.18 3.36 -0.82 0.131
H 2.77 -3.71 -2.19 0.099
H -1.72 0.49 8.59 0.082
H -0.30 1.16 0.03 0.097
H 3.36 -2.41 -9.95 0.102
H 3.88 -2.38 -2.42 0.036
H -0.41 6.21 -0.64 0.118
H 3.35 -1.86 -6.11 0.127
H -3.33 -0.54 4.00 0.063
H -5.54 1.21 -11.47 0.157
H 5.13 -4.78 -7.64 0.113
H 6.44 -2.48 -7.95 0.135
H 5.69 -0.61 -2.46 0.097
H 8.12 3.08 1.85 0.115
H 1.26 0.20 -8.70 0.087
H -6.23 3.98 7.20 0.117
H 6.60 1.35 1.42 0.134
H -10.58 3.42 1.67 0.124
H 7.62 -4.87 -6.90 0.092
H -6.00 2.57 0.86 0.113
H -5.14 -2.78 -11.62 0.158
H 0.26 4.81 0.26 0.069
H 0.95 -2.03 12.25 0.157
H 1.05 -1.63 2.12 0.093
H 7.42 -1.73 -3.83 0.080
H -8.53 2.38 0.83 0.144
H 4.47 1.24 0.68 0.097
H -2.99 -0.56 9.33 0.108
H -2.06 0.27 5.81 0.074
H 5.16 -0.13 -7.60 0.120
H -2.34 0.14 -0.91 0.116
H 2.37 0.86 -0.14 0.071
H -1.11 -4.45 12.19 0.127
H -6.41 6.82 0.73 0.136
H -6.88 2.09 8.63 0.137
H 0.12 -0.49 -4.62 0.091
H 1.08 -1.65 -7.05 0.089
H 5.72 -1.95 -6.41 0.119
H 0.42 -2.48 -0.57 0.103
H 2.26 0.10 3.39 0.075
H 0.34 -5.51 12.24 0.132
H 4.72 0.11 -0.62 0.075
H 0.74 -4.46 7.87 0.142
H 0.17 0.53 -1.47 0.108
H -4.57 6.42 2.09 0.136
H -3.96 -2.14 -7.02 0.158
H 4.05 -0.31 3.66 0.090
H -0.28 1.16 -6.61 0.145
H 7.68 4.80 0.04 0.125
H -0.12 -5.39 10.09 0.154
H -1.37 0.86 -8.87 0.134
H -0.05 6.27 1.13 0.105
H -2.35 2.01 6.92 0.112
H 0.13 -0.23 2.29 0.117
H 2.01 -2.37 0.09 0.089
H 5.79 3.61 -1.41 0.129
H -10.64 5.25 1.66 0.113
H 4.80 -4.19 -6.04 0.103
H 3.84 -3.95 -9.13 0.111
H 3.33 1.20 4.31 0.096
H -10.60 4.49 0.22 0.121
H -6.28 1.46 7.10 0.102
H 2.42 -0.60 -1.94 0.081
H -3.59 4.25 6.78 0.127
H -2.60 1.08 9.96 0.108
H -5.26 0.28 9.23 0.139
H -5.75 -0.93 -13.58 0.136
H -4.53 0.59 6.27 0.101
H 8.34 3.82 -1.07 0.114
H -4.78 1.90 9.67 0.139
H -2.87 -1.82 0.58 0.115
H -4.57 -0.84 7.41 0.148
H 3.39 -0.30 -10.11 0.098
H 8.51 -0.39 -3.50 0.095
H 0.10 -3.85 13.20 0.123
H 2.85 -2.75 -3.70 0.038
H 7.12 -0.13 -4.56 0.076
H 3.62 1.16 -9.32 0.115
H -8.90 6.56 0.97 0.157
H 6.66 -5.48 -5.53 0.093
H 6.29 1.79 -2.76 0.134
H 2.33 0.52 -7.33 0.102
H 7.08 -0.89 -1.61 0.122
H 3.02 -3.51 6.95 0.145
H -6.89 -1.77 -12.38 0.123
H 5.53 3.37 0.20 0.121
H 1.66 1.12 1.38 0.074
H 8.88 0.95 1.46 0.143
H -0.77 0.84 -4.04 0.103
H 7.83 1.61 -2.05 0.130
```

**Orbital gap**: 6.20 eV
**Energy**: -238619.3825 eV
**Total charge**: +6
**Highest occupied orbital energy**: -0.655 Ha